ORCA calculation (ωB97M-V with the def2-TZVPD basis set) on a 2-piece molecular cluster, C4H7IN2O2 overall in a non-equilibrium geometry.

```
16
Properties=species:S:1:pos:R:3:forces:R:3:nbo_charge:R:1
I 2.164386 -2.234472 2.026219 -0.60 0.15 -0.20 0.1684
O 2.703783 -1.316404 -0.677436 1.86 0.39 -1.93 -0.5681
O 0.670747 -0.827510 -1.597907 0.35 0.09 -0.61 -0.4802
N -1.749603 0.500292 0.301706 0.21 1.63 0.36 -0.4469
N 1.318355 -1.247505 -0.638263 -0.78 0.48 1.22 0.3420
C -0.766678 1.041265 0.815472 -5.32 -2.74 -3.56 0.3876
C -2.358563 0.826416 -1.032973 1.42 -1.02 0.52 -0.4434
C 0.840543 -1.553784 0.540245 3.29 -0.79 -0.17 -0.2176
C 0.198466 1.400507 1.505450 6.03 0.20 1.81 -0.6361
H 1.234014 0.862881 1.418777 -2.09 1.33 0.20 0.2460
H -2.466159 1.890149 -1.305797 -0.07 -0.32 0.69 0.2010
H 3.143649 -0.975666 -1.549437 -2.22 -0.72 1.77 0.5143
H -3.328052 0.279971 -1.006445 0.86 0.50 -0.68 0.2138
H 0.073579 2.295588 2.049006 0.27 0.74 0.93 0.2442
H -1.550900 0.426924 -1.694765 -1.32 -0.08 -0.21 0.2332
H -0.127567 -1.368653 0.846149 -1.88 0.16 -0.15 0.2419
```
Forces are in eV/Å.

## Properties
gap between HOMO and LUMO	9.19	eV
electronic energy	-714.07377	a.u.
relative energy (zero: lowest compared OMol25 entry of this formula, charge and spin)	141.8	kcal/mol
HOMO level	-0.324	hartree
E_LUMO	0.3608	eV
structure (SMILES)	[O-]/[N+](O)=C/I.C=C=NC
net charge	0